C4H12OS2 | the ωB97M-V functional and the def2-TZVPD basis

Positions of all 19 atoms, in Å:
S 0.83111 1.17626 0.05726
S 2.20816 -0.25323 -0.11042
C -1.18426 -0.83642 0.04720
C 1.73223 -2.15196 1.87513
C -0.53333 0.28992 -0.78334
C 2.46471 -0.90428 1.62978
H -1.44437 -0.55674 1.08196
H -0.56429 -1.74829 0.07449
H -2.11475 -1.05991 -0.50131
H 0.65863 -2.08921 1.63005
H 1.83702 -2.28743 2.96475
H 2.15779 -3.03440 1.36836
H -0.24252 -0.04052 -1.79906
H -1.40353 0.96646 -0.88578
H 3.56809 -0.94461 1.70963
H 2.10825 -0.09637 2.29735
O -3.06054 4.77689 -3.46667
H -3.99516 4.82511 -3.16270
H -3.02324 3.96866 -4.02670

## Properties
- orbital gap (eV) = 9.000
- highest occupied orbital energy (eV) = -8.325
- relative energy (zero: lowest compared OMol25 entry of this formula, charge and spin) (kcal/mol) = 11.9
- largest force on an atom (eV/Å) = 2.48
- structure (SMILES) = CCSSCC.O

=====

C5H10IN | the ωB97M-V functional and the def2-TZVPD basis

Positions of all 17 atoms, in Å:
C 2.13718 -0.15050 -1.75297
C -0.70390 -1.21683 1.31473
C -0.23547 1.24353 0.98109
C -1.05837 0.09762 0.52952
C -0.70834 -0.14067 -0.92263
N 1.53627 -0.81325 -0.82357
I -0.91679 1.50472 -2.28363
H 3.07826 -0.55163 -2.02941
H 1.72294 0.72552 -2.25546
H 0.09364 -1.82190 0.75493
H -0.27871 -1.02838 2.31881
H -1.63162 -1.74664 1.60055
H 0.57555 1.27377 0.30455
H -0.66419 2.18605 1.12926
H 0.20987 0.97263 1.86096
H -2.03701 0.46004 0.77467
H -1.11932 -0.99409 -1.50143

## Properties
- orbital gap (eV) = 8.258
- highest occupied orbital energy (eV) = -8.656
- relative energy (zero: lowest compared OMol25 entry of this formula, charge and spin) (kcal/mol) = 71.4
- largest force on an atom (eV/Å) = 3.77

=====

C16H16BrFeN5O2S4Sb | the ωB97M-V functional and the def2-TZVPD basis

Positions of all 46 atoms, in Å:
Fe 1.58587 0.37496 0.36214
C -0.75025 -2.49040 4.30999
C 0.42959 -1.69840 4.86708
N 0.42236 -0.29419 4.49036
C 0.62833 0.04170 3.14978
S 1.80841 -0.87232 2.23299
N -0.04931 1.03926 2.69008
N 0.31057 1.39199 1.42547
C -0.40896 2.28488 0.75130
C -1.58099 2.98677 1.35973
C -0.03536 2.47971 -0.59247
C -0.63866 3.41895 -1.46694
C -0.24940 3.48783 -2.77317
C 0.75950 2.62197 -3.24881
C 1.31381 1.73154 -2.35729
N 0.94827 1.64450 -1.08188
H -0.66865 -3.54956 4.56690
H -0.77366 -2.40119 3.22311
H -1.69739 -2.11395 4.70548
H 1.36447 -2.13210 4.51337
H 0.44686 -1.74889 5.95980
H -0.39340 0.20402 4.82402
H -1.59166 2.81955 2.43328
H -2.51300 2.60071 0.93573
H -1.53589 4.06083 1.16529
H -1.42422 4.06067 -1.09149
H -0.72309 4.19620 -3.44365
H 1.08241 2.63116 -4.28019
H 2.08497 1.03063 -2.65934
S 6.53083 0.20370 0.83595
Sb 4.66728 1.02809 -0.21669
S 3.29129 2.35648 1.09869
S 3.19607 -0.77166 -0.79912
Br -3.55927 -3.48484 -5.06923
C -2.07989 -3.08714 -3.92926
C -0.91172 -3.81556 -4.06769
N 0.15433 -3.59167 -3.30687
C 0.07108 -2.63641 -2.38041
C -1.06454 -1.85657 -2.17781
C -2.17064 -2.08596 -2.98352
C -1.11378 -0.76222 -1.10356
O -2.05360 0.03601 -1.17098
O -0.16616 -0.80350 -0.27311
H -0.83601 -4.59856 -4.81486
H 0.94427 -2.46498 -1.76210
H -3.05110 -1.47202 -2.85011

## Properties
- orbital gap (alpha / beta) (eV) = 4.629 / 5.022
- highest occupied orbital energy (alpha / beta) (eV) = -0.915 / -1.308
- relative energy (zero: lowest compared OMol25 entry of this formula, charge and spin) (kcal/mol) = 26.5
- charge = -2
- largest force on an atom (eV/Å) = 3.52
- spin multiplicity = 6

=====

largest force on an atom of number 2 (C5H10IN)? 3.77 eV/Å